Record 1
Molecular formula: C7H10
Method: DFT, ωB97M-V with the def2-TZVPD basis set

The geometry in ORCA input format:
```
! RIJCOSX wB97M-V def2-TZVPD def2/J DEFGRID3
* xyz 0 1
H 0.0661 -1.3981 -1.6849
H 0.6971 2.0832 1.6370
H -1.0023 1.9906 1.1870
C 0.3346 1.6854 -0.4699
H 1.6600 -1.5378 -0.7969
C -0.1128 0.0868 1.3514
C 0.0514 -0.9301 0.5219
C 0.5714 -1.5058 -0.7260
H -0.3197 1.4972 -2.4658
H -1.0917 -2.7162 0.0952
H 1.3902 1.7344 -0.7362
H 0.4955 -3.0775 0.9380
C -0.0853 -2.3770 0.3451
C -0.0111 1.5518 0.9867
C -0.5883 1.5708 -1.4161
H -0.4148 -0.1417 2.3723
H -1.6403 1.4838 -1.1388
*
```

Calculated values
* E: -272.62130 Eh
* frontier orbital gap: 0.3766 hartree
* relative energy (zero: lowest compared OMol25 entry of this formula, charge and spin): 2.631 eV
* E_HOMO: -9.08 eV

Record 2
Molecular formula: C4H6O2
Method: DFT, ωB97M-V with the def2-TZVPD basis set

The geometry in ORCA input format:
```
! RIJCOSX wB97M-V def2-TZVPD def2/J DEFGRID3
* xyz 0 1
H -1.3509 1.0967 1.1574
C -0.6304 -0.7487 0.2542
H -1.7283 1.0160 -0.5816
H 1.4545 -1.4455 0.0809
H -0.6020 -1.0703 1.3003
O 0.1271 1.5178 -0.0557
H -1.3420 -1.3784 -0.2828
O 2.3273 1.1926 -0.1527
C -0.9993 0.7154 0.1722
H 0.7379 -0.8697 -1.4347
C 0.7627 -0.7236 -0.3469
C 1.2434 0.6975 -0.1106
*
```

Calculated values
* E: -306.49639 Eh
* frontier orbital gap: 0.4116 hartree
* relative energy (zero: lowest compared OMol25 entry of this formula, charge and spin): 0.270 eV
* E_HOMO: -10.40 eV

Record 3
Molecular formula: Br3H3Si2
Method: DFT, ωB97M-V with the def2-TZVPD basis set

The geometry in ORCA input format:
```
! RIJCOSX wB97M-V def2-TZVPD def2/J DEFGRID3
* xyz 0 1
H -1.4105 -1.6544 1.5680
Si -0.8974 -0.8480 0.4451
Si 1.0927 0.9294 -0.0006
Br -0.9976 -2.1334 -1.2597
Br -2.6390 0.4540 0.6171
H 1.5741 2.3229 0.4263
Br 2.9172 -0.2703 -0.6079
H 0.3605 1.1997 -1.1883
*
```

Calculated values
* E: -8302.89366 Eh
* frontier orbital gap: 0.3186 hartree
* relative energy (zero: lowest compared OMol25 entry of this formula, charge and spin): 1.196 eV
* E_HOMO: -9.54 eV

Record 4
Molecular formula: C6H11ClN3
Method: DFT, ωB97M-V with the def2-TZVPD basis set

The geometry in ORCA input format:
```
! RIJCOSX wB97M-V def2-TZVPD def2/J DEFGRID3
* xyz 1 1
H -1.2585 -1.7680 0.7327
H -2.2039 -1.3308 -0.6065
N -1.9361 1.1441 -0.7238
C 0.1114 -1.7233 -0.8212
H 1.2698 2.2651 -1.0028
H -0.0508 -2.5460 -1.5284
H 2.5429 -1.0400 1.7327
H 0.6124 -0.9740 1.8352
N 1.2756 -1.1698 -0.7389
N 0.3415 1.9378 -0.7084
C -1.1815 -1.2072 -0.1561
H -1.7749 0.6519 -1.5711
H 1.8427 0.4734 2.1208
H -2.8785 1.0400 -0.3575
H -0.5297 2.3623 -0.8966
C -1.1246 0.3417 0.1234
C 0.2731 0.8933 -0.0737
H -1.3960 0.4881 1.1336
C 1.5679 -0.4735 1.6661
Cl 3.0158 0.7210 -0.3393
C 1.4812 -0.0862 0.1797
*
```

Calculated values
* E: -859.39316 Eh
* frontier orbital gap: 0.3752 hartree
* relative energy (zero: lowest compared OMol25 entry of this formula, charge and spin): 0.853 eV
* E_HOMO: -14.26 eV

Record 5
Molecular formula: C10H14NS2
Method: DFT, ωB97M-V with the def2-TZVPD basis set

The geometry in ORCA input format:
```
! RIJCOSX wB97M-V def2-TZVPD def2/J DEFGRID3
* xyz 1 1
C 1.4494 0.0553 -0.3920
N -0.3220 -1.5924 -0.3512
C -1.9537 -0.1255 0.9307
H 3.5501 0.1716 -0.6562
H 3.6657 2.4531 0.1061
C -3.0884 -1.1263 0.8966
C 2.6280 0.7774 -0.3092
S -1.8310 0.2076 -1.7615
H -4.0987 -0.6739 1.2875
C 1.4619 -1.3488 -0.8346
C -0.9546 -0.2476 -0.2574
C 0.1742 2.0720 0.1802
H -0.8398 2.4873 0.2856
H 1.5214 3.7893 0.5308
H 2.0208 -2.3413 1.2089
H -2.8296 -2.0679 1.5019
H -2.1390 0.9255 0.6947
S 2.3295 -2.6459 -0.0501
H 1.4255 -1.3279 -1.8545
C 0.2480 0.6896 -0.0563
H -3.3378 -1.3834 -0.2318
H -0.1678 -2.1812 0.4587
H -0.8572 -2.0833 -1.0669
C 2.6601 2.1189 0.1198
C 1.4037 2.7969 0.2906
H -0.8284 0.8154 -2.4285
H -1.2902 -0.2146 1.7581
*
```

Calculated values
* E: -1240.26730 Eh
* frontier orbital gap: 0.3532 hartree
* relative energy (zero: lowest compared OMol25 entry of this formula, charge and spin): 1.648 eV
* E_HOMO: -12.93 eV